(1)
ORCA calculation (ωB97M-V/def2-TZVPD) on a gas-phase ion, C4H8ClN2 (charge +1).

Computed properties:
LUMO energy (alpha / beta) = -2.98 / -8.35 eV
Spin multiplicity = 3
Maximum force = 0.131 Eh/bohr
ΔE to the lowest compared entry with this formula, charge and spin = 60.7 kJ/mol
Net charge = +1
Kohn-Sham gap (alpha / beta) = 7.88 / 6.80 eV

Geometry (Å):
C (-1.6782, 0.2972, 0.2126)
C (0.3890, 1.1621, -0.2545)
C (0.5272, -0.2668, -0.5927)
C (1.2603, -1.1167, 0.4693)
N (-0.8826, -0.6667, -0.7846)
N (-0.8777, 1.2880, 0.4074)
Cl (-3.1066, -0.1272, 0.9751)
H (1.2062, 1.6454, 0.1713)
H (0.2294, 1.6487, -1.2563)
H (1.1253, -0.2679, -1.5083)
H (1.5112, -2.0495, -0.1089)
H (0.4270, -1.4049, 1.1700)
H (2.1059, -0.4388, 0.6595)
H (-1.1924, -1.6260, -0.6971)
H (-1.0439, 1.9229, 1.1372)



(2)
ORCA calculation (ωB97M-V/def2-TZVPD) on a single C4H8ClN3 molecule.

Computed properties:
LUMO energy = 0.90 eV
Maximum force = 0.043 Eh/bohr
ΔE to the lowest compared entry with this formula, charge and spin = 0.8 kJ/mol
SMILES = [H]/N=C1\NC[C@H](N)[C@H]1Cl
Net charge = 0
Kohn-Sham gap = 10.19 eV

Geometry (Å):
C (0.3870, -1.0645, -0.1538)
C (0.5694, -0.3138, 1.2282)
C (-0.8279, 1.0009, -0.1633)
C (-0.8847, -0.4227, -0.6677)
H (1.7276, -1.2411, -1.7733)
H (1.5763, 0.2376, -1.0793)
H (0.2676, -2.1362, -0.0102)
H (1.6192, -0.2857, 1.5712)
H (-0.0255, -0.7164, 2.0543)
H (-0.0001, 1.7146, 1.6111)
H (-1.4045, 2.8251, -0.3142)
H (-1.0278, -0.5500, -1.7398)
N (1.6365, -0.7481, -0.8757)
N (0.1329, 1.0136, 0.8544)
N (-1.5262, 1.9110, -0.7051)
Cl (-2.2197, -1.2242, 0.1632)



(3)
ORCA calculation (ωB97M-V/def2-TZVPD) on 3 unconnected molecules or ions with the total composition C4H8ClN3O2.

Computed properties:
LUMO energy = 0.44 eV
Maximum force = 0.097 Eh/bohr
ΔE to the lowest compared entry with this formula, charge and spin = 0.0 kJ/mol
SMILES = CC(Cl)=C=NN.O=C=O.N
Net charge = 0
Kohn-Sham gap = 8.88 eV

Geometry (Å):
C (-1.6837, 0.0078, 0.0073)
C (-4.5795, 1.5440, 1.1106)
C (-1.5220, -1.9625, 1.4250)
C (-1.8272, -1.3250, 0.1149)
N (-2.0395, 1.1354, -0.0746)
N (1.6384, 1.1216, -0.3691)
N (-1.1602, 2.1703, -0.3045)
O (-4.0945, 1.9834, 2.0541)
O (-5.0114, 1.1528, 0.1303)
Cl (-1.6577, -2.1429, -1.4215)
H (-0.5724, -2.5061, 1.4078)
H (-2.1802, -2.7583, 1.7003)
H (-1.4478, -1.1778, 2.1978)
H (1.8643, 1.0390, -1.3647)
H (2.5320, 1.0512, 0.1326)
H (-1.4910, 3.0095, -0.7716)
H (-0.1749, 2.1021, -0.1067)
H (1.1088, 0.2591, -0.2979)



(4)
ORCA calculation (ωB97M-V/def2-TZVPD) on 2 unconnected molecules or ions with the total composition C4H8ClN4O.

Computed properties:
LUMO energy = -4.14 eV
Maximum force = 0.121 Eh/bohr
ΔE to the lowest compared entry with this formula, charge and spin = 90.7 kJ/mol
Net charge = +1
Kohn-Sham gap = 9.36 eV

Geometry (Å):
C (1.6328, 0.8457, 0.2046)
C (-0.3165, -2.0827, 0.3160)
C (-0.3578, 0.2181, -0.2299)
C (-1.3002, 1.4091, -0.2353)
N (-0.1549, -1.7886, -1.1344)
N (-0.2414, -0.5940, -1.3559)
N (2.2466, 1.3121, -0.8028)
N (-0.5772, -0.7376, 0.9310)
O (1.6767, 0.4697, 1.3385)
Cl (-2.9009, 0.8307, 0.4620)
H (-1.1837, -2.7828, 0.2639)
H (0.6641, -2.4815, 0.5952)
H (-1.6144, 1.9419, -1.0908)
H (-0.9762, 2.1776, 0.5207)
H (1.8981, 1.3019, -1.7506)
H (3.3145, 1.3886, -0.8641)
H (-1.6181, -0.8214, 0.9581)
H (-0.1917, -0.6069, 1.8738)



(5)
ORCA calculation (ωB97M-V/def2-TZVPD) on 3 unconnected molecules or ions with the total composition C4H8ClNO.

Computed properties:
LUMO energy = 0.86 eV
Maximum force = 0.013 Eh/bohr
ΔE to the lowest compared entry with this formula, charge and spin = 152.1 kJ/mol
Net charge = 0
Kohn-Sham gap = 10.58 eV

Geometry (Å):
C (-1.6705, -1.3411, -0.2683)
C (0.3733, 1.4224, -0.8833)
C (0.9202, 1.2975, 0.5371)
C (0.7441, -0.1023, 1.0395)
N (-2.2892, -1.6019, 0.6707)
O (0.1890, -0.4107, 2.0605)
Cl (0.6197, -2.5302, -1.8400)
H (0.5169, 2.4341, -1.2526)
H (0.8796, 0.7294, -1.5487)
H (-0.6896, 1.1956, -0.8986)
H (0.4240, 1.9978, 1.2116)
H (1.9916, 1.5143, 0.5331)
H (1.1669, -0.8703, 0.3676)
H (-2.7716, -1.8242, 1.5146)
H (-0.4044, -1.9104, -1.2431)



(6)
ORCA calculation (ωB97M-V/def2-TZVPD) on a single C4H8ClNO molecule.

Computed properties:
LUMO energy = 0.73 eV
Maximum force = 0.042 Eh/bohr
ΔE to the lowest compared entry with this formula, charge and spin = 101.9 kJ/mol
SMILES = NC/C=C(/Cl)CO
Net charge = 0
Kohn-Sham gap = 9.88 eV

Geometry (Å):
C (-0.4380, 1.2771, 0.6337)
C (-0.8670, 0.5781, -0.6677)
C (-0.5826, -0.6594, -0.9512)
C (0.0263, -1.6777, -0.0443)
H (1.0720, 2.5150, 0.0464)
H (1.5495, 1.0407, 0.5037)
H (-1.1077, 2.1119, 0.7623)
H (-0.6213, 0.5891, 1.4868)
H (-1.4166, 1.1478, -1.4015)
H (0.1139, -2.6107, -0.6137)
H (-0.6282, -1.8458, 0.8251)
H (1.7160, -1.7968, 0.8805)
N (0.9262, 1.7760, 0.7567)
O (1.3230, -1.1992, 0.2528)
Cl (-1.0657, -1.2463, -2.4698)



(7)
ORCA calculation (ωB97M-V/def2-TZVPD) on a single C4H8ClNO molecule.

Computed properties:
LUMO energy = 0.77 eV
Maximum force = 0.095 Eh/bohr
ΔE to the lowest compared entry with this formula, charge and spin = 133.0 kJ/mol
SMILES = [H]/N=C(\Cl)C(C)(C)O
Net charge = 0
Kohn-Sham gap = 10.75 eV

Geometry (Å):
C (1.2532, 0.4769, 0.2435)
C (-0.7080, 0.2511, -1.3567)
C (-1.0411, -0.3551, 1.0194)
C (-0.0566, -0.4522, -0.1825)
N (1.0280, 1.6013, 0.6796)
O (0.3706, -1.8046, -0.5692)
Cl (2.6947, -0.2568, -0.0299)
H (-1.6833, 0.1790, -1.2400)
H (-0.3145, -0.1609, -2.3333)
H (-0.5542, 1.2810, -1.1679)
H (-0.6784, -0.8292, 1.9091)
H (-0.9330, 0.7584, 1.2064)
H (-2.0477, -0.5572, 0.6571)
H (1.9445, 2.1423, 0.9924)
H (0.7258, -2.2740, 0.1719)



(8)
ORCA calculation (ωB97M-V/def2-TZVPD) on 2 unconnected molecules or ions with the total composition C4H8ClNO2.

Computed properties:
LUMO energy = -0.52 eV
Maximum force = 0.075 Eh/bohr
ΔE to the lowest compared entry with this formula, charge and spin = 379.9 kJ/mol
SMILES = C=C(CC)[N+](=O)[O-].Cl
Net charge = 0
Kohn-Sham gap = 10.10 eV

Geometry (Å):
C (-0.0168, -0.6428, -1.4851)
C (-0.4471, 1.7123, 0.8424)
C (0.0665, -0.5784, 0.1714)
C (0.4520, 0.8176, 0.4871)
N (1.8301, 1.2421, 0.5209)
O (2.0836, 2.2891, 1.1045)
O (2.6290, 0.6384, -0.1554)
Cl (-2.2376, -3.4612, 0.8523)
H (0.9330, -0.4821, -1.8830)
H (-0.4118, -1.5422, -1.9528)
H (-0.7853, 0.1248, -1.9574)
H (-2.4270, -2.1848, 0.4708)
H (-1.5382, 1.5473, 0.7019)
H (-0.1129, 2.7095, 1.0365)
H (-0.8488, -0.8771, 0.7582)
H (0.8313, -1.3126, 0.4877)



The lowest maximum force belongs to which entry? number 5



Repeat the sixth record exactly.
ORCA calculation (ωB97M-V/def2-TZVPD) on a single C4H8ClNO molecule.

Computed properties:
LUMO energy = 0.73 eV
Maximum force = 0.042 Eh/bohr
ΔE to the lowest compared entry with this formula, charge and spin = 101.9 kJ/mol
SMILES = NC/C=C(/Cl)CO
Net charge = 0
Kohn-Sham gap = 9.88 eV

Geometry (Å):
C (-0.4380, 1.2771, 0.6337)
C (-0.8670, 0.5781, -0.6677)
C (-0.5826, -0.6594, -0.9512)
C (0.0263, -1.6777, -0.0443)
H (1.0720, 2.5150, 0.0464)
H (1.5495, 1.0407, 0.5037)
H (-1.1077, 2.1119, 0.7623)
H (-0.6213, 0.5891, 1.4868)
H (-1.4166, 1.1478, -1.4015)
H (0.1139, -2.6107, -0.6137)
H (-0.6282, -1.8458, 0.8251)
H (1.7160, -1.7968, 0.8805)
N (0.9262, 1.7760, 0.7567)
O (1.3230, -1.1992, 0.2528)
Cl (-1.0657, -1.2463, -2.4698)